Record 1
Below is a structure of composition C46H44BCl2CoN7O4 at a distorted geometry, with properties calculated with ωB97M-V/def2-TZVPD.

XYZ file:
```
105
Properties=species:S:1:pos:R:3:forces:R:3
Co 0.884 -0.396 -1.055 0.174 -0.871 0.628
Cl 6.101 -4.627 2.340 -0.024 0.041 -0.083
C 5.176 -3.637 1.241 0.177 0.050 0.007
C 3.802 -3.653 1.301 -0.228 -0.010 -0.009
C 3.015 -2.875 0.464 -0.465 0.080 0.154
N 1.610 -2.844 0.760 0.027 0.099 0.040
C 0.704 -3.706 0.093 -0.020 0.087 -0.026
O 1.084 -4.750 -0.391 -0.110 0.145 0.038
C -0.696 -3.117 -0.027 0.190 0.402 0.016
C -1.773 -3.878 0.303 -0.434 -0.103 0.035
C -3.241 -3.524 0.133 0.378 0.336 -0.301
C -4.000 -1.987 -1.259 0.126 -0.166 0.099
C -2.718 -1.394 -1.905 0.360 -0.216 0.014
N -0.570 -1.835 -0.451 -0.435 0.300 -0.383
C 3.587 -2.050 -0.529 -0.169 0.118 -0.269
C 4.996 -2.020 -0.533 -0.069 -0.029 -0.070
C 5.766 -2.787 0.322 0.079 0.092 -0.078
Cl 7.511 -2.648 0.222 -0.154 -0.018 0.010
N 2.782 -1.260 -1.384 0.464 -0.383 0.447
C 3.327 -0.757 -2.503 -0.670 0.250 0.088
O 4.414 -0.981 -3.017 1.035 -0.222 -0.279
C 2.456 0.232 -3.290 0.801 -0.498 0.278
C 3.065 1.109 -4.161 0.385 0.421 -0.381
C 2.278 1.989 -4.890 0.676 -0.120 0.098
C 0.914 1.917 -4.761 -0.506 -0.079 0.048
C 0.394 0.996 -3.871 -0.526 -0.034 0.062
N 1.155 0.197 -3.133 -0.744 -0.051 0.062
H 3.306 -4.273 2.034 -0.042 -0.029 0.013
H -1.546 -4.886 0.655 -0.067 0.158 -0.132
H -3.839 -4.183 0.768 0.015 -0.014 0.012
H -4.937 -1.552 -1.614 0.070 0.053 -0.090
H -2.912 -0.505 -2.520 0.025 -0.038 0.168
H 5.499 -1.376 -1.227 0.077 0.067 -0.149
H 4.144 1.091 -4.230 -0.042 0.013 -0.046
H 2.727 2.719 -5.549 0.096 0.026 -0.055
H 0.256 2.565 -5.322 -0.075 0.022 -0.005
H -0.677 0.891 -3.729 0.045 0.045 0.099
C -2.200 2.810 1.704 -0.013 0.015 0.057
C -3.100 3.491 0.705 -0.020 0.415 0.479
C -3.667 4.745 0.949 0.361 -0.367 0.361
C -4.462 5.376 0.011 -0.156 0.251 -0.063
C -4.700 4.757 -1.202 -0.009 -0.320 -0.330
C -4.143 3.503 -1.460 -0.498 0.534 -0.325
C -3.355 2.867 -0.520 0.401 -0.241 0.115
N -2.823 1.600 -0.793 0.046 0.494 -0.595
C -1.480 1.424 -1.012 -0.148 0.820 0.489
N -0.653 2.534 -1.233 0.443 -0.525 -0.073
C 0.751 2.632 -0.878 -0.592 -0.175 0.168
C 1.512 1.500 -0.508 0.165 0.661 0.220
C 2.791 1.796 0.003 -0.081 0.129 -0.101
C 3.316 3.089 0.068 -0.123 -0.078 -0.040
C 2.563 4.153 -0.425 -0.015 -0.175 0.016
C 1.272 3.939 -0.900 -0.070 0.026 -0.098
C 0.453 5.088 -1.450 0.045 -0.072 0.076
N -0.981 0.264 -0.965 -0.772 -0.764 -0.606
C -1.768 -0.963 -0.672 0.501 -0.549 0.332
C -2.755 -0.860 0.485 -0.053 0.564 -0.494
C -3.724 -1.993 0.256 0.247 -0.137 -0.019
C -3.809 -3.518 -1.380 0.224 0.053 0.207
C -2.801 -3.691 -2.473 -0.111 -0.213 0.087
C -2.190 -2.545 -2.766 0.083 0.289 0.089
C -1.072 -2.370 -3.748 -0.335 -0.024 -0.100
H -2.338 3.230 2.704 0.016 -0.024 -0.075
H -1.148 2.938 1.420 -0.069 -0.026 0.047
H -2.392 1.731 1.732 -0.005 0.161 0.006
H -3.474 5.237 1.901 0.008 -0.088 -0.062
H -4.894 6.348 0.227 0.034 -0.055 -0.021
H -5.318 5.244 -1.950 0.037 -0.054 0.017
H -4.313 2.996 -2.404 -0.015 0.037 0.053
H -3.125 0.713 -0.146 -0.121 -0.755 0.302
H -1.145 3.407 -1.268 -0.095 0.121 0.063
H 3.414 0.971 0.359 -0.121 0.112 -0.115
H 4.310 3.264 0.478 -0.111 -0.019 -0.085
H 2.974 5.160 -0.440 -0.032 -0.040 0.009
H 1.083 5.970 -1.585 -0.016 0.006 0.021
H -0.375 5.372 -0.786 0.058 -0.043 -0.069
H 0.018 4.833 -2.426 0.057 0.046 0.113
H -2.254 -0.840 1.458 0.139 -0.196 0.041
H -4.624 -1.938 0.884 0.036 -0.052 -0.089
H -4.712 -4.124 -1.509 0.011 0.067 0.096
H -2.532 -4.663 -2.898 -0.003 0.303 0.106
H -0.759 -3.329 -4.171 -0.075 0.081 0.018
H -0.219 -1.920 -3.256 0.225 0.100 0.124
H -1.371 -1.700 -4.572 0.064 -0.101 0.142
C 1.048 -2.702 4.909 0.119 -0.145 0.104
C 0.359 -1.705 3.984 0.106 -0.108 -0.029
C -0.971 -1.279 4.568 -0.205 0.068 0.077
O 0.138 -2.373 2.735 -0.100 -0.022 -0.065
B 1.205 -2.072 1.911 0.142 0.041 0.036
O 2.011 -1.080 2.454 -0.218 0.048 0.062
C 1.291 -0.532 3.589 0.008 -0.059 -0.305
C 0.501 0.679 3.121 -0.080 0.072 -0.332
C 2.292 -0.129 4.651 0.268 0.075 0.038
H 0.401 -3.577 5.020 0.079 0.066 -0.001
H 1.239 -2.269 5.900 -0.043 -0.118 -0.188
H 2.001 -3.031 4.474 -0.155 0.065 0.110
H -1.557 -2.170 4.811 0.036 0.097 0.001
H -1.543 -0.683 3.852 0.067 -0.113 0.121
H -0.814 -0.694 5.486 -0.061 -0.118 -0.168
H -0.272 0.384 2.397 0.167 0.096 0.140
H 1.182 1.361 2.609 -0.029 0.039 0.006
H 0.033 1.196 3.969 0.047 -0.081 -0.159
H 3.023 -0.925 4.823 -0.125 0.126 0.019
H 1.779 0.105 5.591 0.081 -0.003 -0.102
H 2.830 0.764 4.314 -0.063 -0.141 0.082
```
Forces are in eV/Å.

Results
LUMO energy (spin up / spin down): 4.10 / 4.10 eV
Max |F|: 1.2 eV/Å
Total charge: -2
HOMO energy (spin up / spin down): -0.0129 / -0.0154 Eh
Total energy: -130389.795 eV
Gap between HOMO and LUMO (spin up / spin down): 4.45 / 4.52 eV
2S+1: 4

Here are the Mulliken charges for atoms 1 to 6, given in e: -0.219 -0.268 -0.031 -0.423 -0.937 0.299

Record 2
Below is a structure of composition C46H45AuN7PS8, with properties calculated with ωB97M-V/def2-TZVPD.

XYZ file:
```
108
Properties=species:S:1:pos:R:3:forces:R:3
Au 2.707 1.346 -1.726 -0.199 -0.139 0.084
N -0.184 1.819 -1.081 0.232 -0.003 0.154
S -1.618 1.961 -0.322 -0.003 -0.032 0.185
N -0.284 0.504 2.791 -0.134 0.152 -0.013
S -1.007 -0.993 3.025 0.231 -0.206 -0.553
N -1.167 -1.190 1.184 -0.225 0.308 0.201
S -0.189 -1.660 0.134 0.041 -0.218 0.042
N 0.702 -0.706 -0.739 0.029 0.147 0.240
C 0.922 -2.901 0.788 0.011 -0.011 0.056
C 2.293 -2.725 0.717 0.016 0.006 -0.056
C 3.126 -3.688 1.277 0.006 -0.028 -0.034
C 2.582 -4.810 1.885 0.008 0.005 -0.005
C 1.201 -4.978 1.947 0.036 0.008 0.020
C 0.364 -4.020 1.401 -0.050 0.019 -0.021
C -1.111 -2.592 -1.068 -0.047 0.008 -0.007
C -0.425 -3.310 -2.039 0.042 0.012 0.005
C -1.151 -4.025 -2.976 0.000 -0.008 -0.016
C -2.542 -4.011 -2.938 -0.010 0.011 0.001
C -3.210 -3.281 -1.968 0.001 -0.021 -0.006
C -2.494 -2.561 -1.020 -0.002 -0.036 0.043
C -2.754 -0.634 3.134 0.065 0.027 -0.090
C -3.665 -1.582 2.693 0.071 0.009 -0.020
C -5.018 -1.322 2.849 -0.024 -0.001 -0.007
C -5.441 -0.122 3.409 -0.013 -0.013 -0.005
C -4.514 0.825 3.823 0.040 0.007 0.018
C -3.156 0.566 3.696 -0.035 0.037 0.002
C -0.857 -0.940 4.903 -0.081 0.019 0.319
C 0.096 -0.091 5.651 0.152 -0.149 -0.065
C 0.496 -0.543 7.004 0.032 0.052 0.018
C -0.172 -1.538 7.618 -0.064 -0.006 -0.017
C -1.210 -2.212 6.912 -0.056 -0.092 0.070
C -1.514 -1.955 5.594 0.055 0.078 0.006
C -2.058 3.670 -0.545 0.022 0.026 -0.045
C -2.827 4.270 0.440 -0.021 -0.064 0.037
C -3.206 5.597 0.288 0.003 0.006 0.002
C -2.799 6.304 -0.833 0.004 -0.001 -0.005
C -2.015 5.693 -1.806 0.008 0.012 -0.005
C -1.638 4.368 -1.669 -0.018 -0.034 -0.028
C -2.781 1.172 -1.432 0.032 -0.043 -0.018
C -2.314 0.507 -2.552 0.019 0.028 -0.036
C -3.232 -0.118 -3.388 0.008 0.010 -0.010
C -4.585 -0.084 -3.090 0.008 0.016 0.017
C -5.035 0.572 -1.948 -0.033 -0.008 -0.029
C -4.131 1.205 -1.110 -0.016 -0.004 0.035
H 2.697 -1.857 0.211 -0.017 -0.008 0.014
H 4.200 -3.568 1.220 -0.014 -0.004 0.004
H 3.234 -5.567 2.302 -0.013 0.013 -0.005
H 0.781 -5.864 2.408 0.010 0.025 -0.008
H -0.713 -4.148 1.425 0.033 0.012 -0.003
H 0.659 -3.317 -2.056 -0.025 0.015 -0.002
H -0.633 -4.599 -3.733 -0.012 0.017 0.018
H -3.103 -4.576 -3.672 0.009 0.011 0.021
H -4.292 -3.264 -1.948 0.030 0.003 0.003
H -2.993 -1.972 -0.262 0.003 0.009 0.004
H -3.322 -2.496 2.228 0.004 -0.006 -0.004
H -5.745 -2.055 2.526 0.018 0.012 0.001
H -6.499 0.076 3.522 0.017 -0.007 -0.006
H -4.847 1.760 4.255 0.012 -0.018 -0.018
H -2.425 1.301 4.012 -0.023 -0.009 -0.020
H -0.593 0.761 5.869 -0.084 -0.011 0.040
H 1.293 -0.012 7.512 0.007 -0.026 -0.049
H 0.069 -1.838 8.628 -0.004 0.018 -0.025
H -1.770 -2.980 7.435 0.034 0.017 -0.013
H -2.263 -2.554 5.088 0.012 0.033 0.008
H -3.127 3.705 1.316 0.012 0.021 -0.004
H -3.808 6.080 1.047 0.016 -0.022 -0.016
H -3.090 7.340 -0.950 0.004 -0.015 -0.002
H -1.699 6.254 -2.676 -0.003 -0.011 0.015
H -1.021 3.876 -2.409 -0.010 0.007 0.002
H -1.250 0.490 -2.756 -0.049 -0.012 0.002
H -2.884 -0.636 -4.272 -0.003 0.010 0.016
H -5.296 -0.566 -3.749 0.008 0.002 0.012
H -6.092 0.600 -1.719 0.022 -0.001 -0.002
H -4.476 1.727 -0.226 0.000 -0.003 -0.003
C 2.005 -2.153 4.215 0.004 -0.086 0.011
S 2.684 -0.542 4.633 0.017 0.011 -0.090
C 1.227 0.533 4.810 -0.118 0.110 0.071
C 0.639 1.017 3.497 0.037 -0.088 -0.083
S 0.905 0.887 -0.226 -0.138 -0.028 -0.383
S 1.296 2.503 2.848 0.036 0.046 0.012
C 2.016 3.102 4.327 0.019 -0.066 0.031
S 2.706 4.544 4.450 0.002 0.025 0.003
S 1.904 1.994 5.679 -0.042 0.044 0.016
H 2.875 -2.809 4.206 -0.013 -0.018 0.000
H 1.553 -2.184 3.226 -0.012 -0.001 0.046
H 1.320 -2.526 4.978 0.001 0.043 0.004
C 5.966 0.447 -5.732 -0.017 0.005 -0.021
N 4.559 0.065 -5.869 0.006 0.048 0.059
C 3.871 1.077 -6.675 -0.013 -0.005 -0.015
N 4.008 2.440 -6.157 0.026 -0.029 0.075
C 5.432 2.750 -6.013 -0.010 -0.008 -0.020
N 6.158 1.789 -5.180 -0.033 -0.003 0.031
C 5.769 1.872 -3.776 0.008 0.001 -0.008
P 3.975 1.476 -3.610 -0.056 0.016 -0.043
C 3.929 -0.103 -4.563 0.081 0.024 -0.059
C 3.298 2.614 -4.894 0.067 0.004 -0.054
H 6.420 0.425 -6.723 0.000 -0.002 -0.004
H 6.479 -0.280 -5.102 0.003 -0.003 0.009
H 2.812 0.823 -6.744 0.006 0.000 -0.002
H 4.297 1.054 -7.678 0.003 0.002 0.006
H 5.544 3.751 -5.595 0.002 0.004 0.007
H 5.882 2.740 -7.006 -0.001 0.000 -0.004
H 5.962 2.875 -3.393 -0.003 0.017 0.006
H 6.358 1.172 -3.182 0.009 -0.017 0.008
H 2.891 -0.423 -4.675 0.002 0.015 -0.035
H 4.451 -0.877 -3.996 -0.004 -0.013 0.003
H 3.401 3.645 -4.550 -0.011 0.011 0.006
H 2.232 2.415 -5.022 0.006 -0.016 -0.026
```
Forces are in eV/Å.

Results
LUMO energy (spin up / spin down): -6.83 / -6.83 eV
Max |F|: 0.6 eV/Å
Total charge: +2
Relative energy (zero: lowest compared OMol25 entry of this formula, charge and spin): 60.4 kJ/mol
HOMO energy (spin up / spin down): -0.4515 / -0.4515 Eh
Total energy: -158505.268 eV
Gap between HOMO and LUMO (spin up / spin down): 5.46 / 5.46 eV
2S+1: 1

Here are the Mulliken charges for atoms 1 to 6, given in e: -0.313 -0.459 0.935 0.015 0.699 0.357